[1]
{"formula": "C26H19F3N2O3PPt", "method": "wB97M-V/def2-TZVPD", "species": ["Pt", "O", "C", "C", "C", "C", "C", "C", "C", "P", "C", "C", "C", "C", "C", "C", "C", "C", "C", "C", "C", "C", "H", "H", "H", "H", "H", "H", "H", "H", "H", "H", "H", "H", "H", "H", "O", "N", "N", "O", "C", "C", "C", "C", "C", "C", "H", "H", "H", "H", "H", "F", "C", "F", "F"], "xyz": [[0.50825, -2.57133, 0.66877], [2.71787, -1.82169, 2.22469], [1.52488, -1.63924, 2.06199], [0.87987, -0.56234, 2.94017], [1.53415, -0.30272, 4.14132], [1.06934, 0.64735, 5.03305], [-0.06493, 1.37448, 4.70865], [-0.71631, 1.13797, 3.50750], [-0.27412, 0.16505, 2.60661], [-1.23995, -0.17372, 1.06076], [-0.20582, 0.63932, -0.22021], [-0.61024, 0.46828, -1.54480], [0.08522, 1.06563, -2.58400], [1.21255, 1.83135, -2.31425], [1.63413, 1.99164, -1.00299], [0.92696, 1.40331, 0.03838], [-2.55320, 1.12910, 1.20551], [-2.46546, 2.43348, 0.72317], [-3.52909, 3.31615, 0.86145], [-4.69697, 2.91151, 1.49247], [-4.79989, 1.61344, 1.97499], [-3.74120, 0.73076, 1.82070], [2.42710, -0.87707, 4.35035], [1.58781, 0.81975, 5.96862], [-0.44847, 2.13044, 5.38373], [-1.59198, 1.72764, 3.27701], [-1.47473, -0.15256, -1.75791], [-0.23639, 0.91553, -3.60784], [1.76932, 2.28228, -3.12666], [2.52127, 2.57466, -0.78580], [1.26625, 1.53301, 1.05879], [-1.55631, 2.76577, 0.23687], [-3.44182, 4.32582, 0.47792], [-5.52508, 3.60112, 1.60206], [-5.70978, 1.28511, 2.46267], [-3.82759, -0.28849, 2.18250], [-0.37206, -3.42012, -1.12000], [0.16448, -3.03834, -2.20284], [1.15673, -2.24430, -2.07970], [1.65716, -1.83485, -0.92843], [1.79667, -1.77046, -3.26448], [1.25570, -2.01748, -4.52130], [1.89916, -1.51642, -5.63998], [3.06933, -0.77684, -5.51319], [3.59471, -0.54263, -4.25190], [2.96153, -1.03427, -3.11939], [0.34323, -2.58744, -4.60862], [1.47878, -1.70347, -6.62013], [3.56453, -0.38610, -6.39301], [4.50378, 0.03487, -4.14047], [3.33906, -0.84945, -2.12514], [-1.65006, -4.15650, 1.51151], [-0.59752, -3.47076, 2.06527], [0.06889, -4.42399, 2.79662], [-1.18972, -2.69226, 3.02895]], "atomic_forces_ev_per_a": [[0.0124, -0.0405, -0.0240], [0.0350, -0.0377, -0.0198], [-0.0497, 0.1411, 0.0622], [-0.0051, -0.0574, -0.0549], [0.0228, -0.0163, 0.0145], [-0.0252, 0.0052, -0.0155], [0.0185, -0.0133, 0.0008], [0.0052, -0.0115, 0.0003], [-0.0492, 0.0415, -0.0023], [0.0612, 0.0029, 0.0189], [0.0118, 0.0092, -0.0093], [0.0065, -0.0009, -0.0026], [-0.0126, -0.0024, 0.0022], [0.0054, 0.0011, 0.0077], [0.0018, 0.0001, -0.0128], [-0.0093, -0.0113, 0.0070], [-0.0073, 0.0002, 0.0254], [-0.0004, 0.0101, -0.0050], [0.0081, -0.0028, -0.0002], [-0.0017, -0.0099, 0.0038], [-0.0085, 0.0118, 0.0028], [0.0139, -0.0029, -0.0080], [-0.0020, 0.0065, 0.0060], [-0.0008, 0.0037, 0.0014], [0.0014, -0.0021, 0.0040], [-0.0093, 0.0033, -0.0059], [-0.0006, 0.0014, -0.0024], [-0.0003, -0.0004, 0.0009], [0.0008, -0.0012, -0.0004], [-0.0008, -0.0004, 0.0020], [0.0056, 0.0013, -0.0011], [0.0013, -0.0047, -0.0025], [-0.0009, 0.0008, 0.0000], [0.0005, 0.0010, -0.0009], [0.0008, 0.0003, 0.0000], [-0.0004, 0.0006, -0.0017], [0.0121, -0.0028, 0.0015], [-0.0036, -0.0106, -0.0029], [-0.0046, 0.0073, -0.0077], [-0.0110, 0.0108, -0.0075], [-0.0021, -0.0058, 0.0199], [-0.0090, -0.0001, -0.0047], [0.0064, 0.0029, -0.0032], [-0.0047, -0.0060, 0.0021], [-0.0064, 0.0048, 0.0037], [0.0147, 0.0003, -0.0043], [-0.0008, -0.0006, 0.0000], [0.0003, 0.0007, 0.0000], [0.0003, -0.0007, -0.0003], [0.0006, -0.0005, -0.0003], [-0.0007, -0.0002, 0.0013], [-0.0207, -0.0259, -0.0188], [-0.0118, 0.0035, 0.0134], [0.0265, -0.0188, -0.0024], [-0.0145, 0.0152, 0.0195]], "lumo_ev": 2.696, "homo_ev": -4.3, "de_lowest_ev": 0.000, "multiplicity": 1, "gap_ha": 0.25644, "total_charge": -1}


[2]
{"formula": "C26H19IKN", "method": "wB97M-V/def2-TZVPD", "species": ["K", "I", "C", "C", "C", "C", "N", "C", "H", "H", "H", "H", "C", "C", "C", "C", "C", "C", "C", "C", "C", "C", "C", "C", "C", "C", "C", "H", "H", "H", "H", "H", "H", "H", "H", "H", "H", "C", "C", "C", "C", "C", "C", "H", "H", "H", "H", "H"], "xyz": [[0.18940, -1.24100, 1.47231], [6.52178, 0.84556, 3.89128], [5.37990, -0.23469, 2.53231], [5.97992, -0.92417, 1.48869], [5.17468, -1.61564, 0.59946], [3.79742, -1.59742, 0.79534], [3.23623, -0.94020, 1.80609], [3.99513, -0.26197, 2.65637], [7.05653, -0.91946, 1.37492], [5.59608, -2.15257, -0.23916], [3.11634, -2.10770, 0.11793], [3.48905, 0.26773, 3.45505], [0.24550, -2.19639, -0.94359], [-0.27773, -1.30914, -1.62792], [-0.87609, -0.28651, -2.45780], [-2.29513, -0.32168, -2.64284], [-3.09262, 0.76688, -3.09367], [-4.46601, 0.67441, -3.23026], [-5.15715, -0.49404, -2.92117], [-4.40471, -1.56707, -2.43729], [-3.03592, -1.48875, -2.29432], [-0.00017, 0.67599, -3.04686], [1.33037, 0.84615, -2.55765], [2.21971, 1.74092, -3.11242], [1.87898, 2.53287, -4.21217], [0.60204, 2.35921, -4.74193], [-0.30153, 1.46849, -4.19315], [-2.61941, 1.71843, -3.29664], [-5.01498, 1.54976, -3.56883], [-6.23316, -0.56049, -3.03230], [-4.90520, -2.49069, -2.15803], [-2.47810, -2.33051, -1.90319], [1.63291, 0.22850, -1.72106], [3.21311, 1.82520, -2.67837], [2.58065, 3.23695, -4.64397], [0.30595, 2.92247, -5.62379], [-1.25911, 1.34241, -4.68064], [-2.66158, 0.34826, 6.02375], [-3.12912, 0.05442, 4.74932], [-2.23904, -0.35222, 3.75484], [-0.84686, -0.50081, 3.93461], [-0.44174, -0.18421, 5.24935], [-1.29899, 0.22653, 6.26946], [-3.34298, 0.66572, 6.80746], [-4.19022, 0.14548, 4.52878], [-2.68286, -0.55913, 2.77819], [0.61575, -0.25949, 5.51422], [-0.90703, 0.45359, 7.25933]], "atomic_forces_ev_per_a": [[0.0426, 0.1752, 0.1328], [0.1070, 0.0764, 0.1113], [-0.2335, -0.1215, -0.1903], [0.0869, 0.0003, 0.0350], [-0.1449, 0.0485, 0.0694], [0.1022, 0.0254, -0.0664], [-0.3662, 0.0285, 0.0053], [0.2722, -0.1034, -0.0855], [-0.0118, 0.0211, -0.0108], [0.0224, -0.0008, 0.0105], [-0.0562, 0.0192, -0.0019], [-0.0234, -0.0112, 0.0033], [0.2686, -0.3044, -0.3211], [-0.0664, 0.1262, -0.1660], [0.1101, -0.0976, 0.1406], [-0.1290, -0.0710, -0.0221], [0.0641, 0.0464, -0.0560], [-0.0501, 0.0250, 0.0049], [0.0565, -0.0066, -0.0105], [-0.0619, -0.0314, 0.0161], [0.0505, 0.0207, 0.0066], [0.1377, 0.0920, -0.0827], [-0.0355, -0.0647, -0.0036], [0.0539, 0.0353, -0.0138], [-0.0277, -0.0310, 0.0306], [0.0244, 0.0234, -0.0405], [-0.1172, 0.0188, 0.0488], [-0.0570, -0.0202, 0.0335], [0.0039, -0.0014, -0.0002], [-0.0047, 0.0003, 0.0082], [-0.0001, 0.0021, -0.0101], [-0.0031, -0.0071, 0.0117], [0.0095, -0.0159, -0.0047], [-0.0047, 0.0051, 0.0038], [0.0046, 0.0016, -0.0019], [-0.0050, -0.0008, 0.0041], [0.0701, 0.0034, -0.0274], [-0.0155, 0.0028, 0.0247], [0.0035, 0.0005, -0.0047], [-0.0363, 0.0108, 0.0255], [-0.0755, 0.1040, 0.4047], [0.0005, -0.0066, 0.0295], [-0.0058, -0.0017, -0.0106], [0.0035, 0.0031, -0.0051], [0.0018, -0.0011, -0.0022], [0.0216, -0.0091, -0.0085], [0.0082, -0.0073, -0.0137], [0.0049, -0.0015, -0.0006]], "lumo_ev": 3.101, "homo_ev": 0.7, "de_lowest_ev": 0.291, "multiplicity": 1, "gap_ha": 0.08695, "total_charge": -2}


[3]
{"formula": "C26H20BBr4Cl5N4O4STa", "method": "wB97M-V/def2-TZVPD", "species": ["Ta", "Br", "C", "C", "Br", "C", "Br", "C", "O", "C", "O", "C", "Br", "Cl", "C", "C", "Cl", "C", "Cl", "C", "O", "C", "Cl", "C", "Cl", "S", "C", "N", "C", "C", "C", "C", "C", "C", "H", "H", "H", "H", "H", "C", "N", "C", "C", "C", "N", "C", "C", "O", "H", "H", "H", "H", "H", "H", "H", "H", "H", "H", "H", "H", "B", "C", "N", "H", "H", "H"], "xyz": [[0.17529, 0.56958, 0.08919], [-6.46261, -0.77602, 1.73479], [-4.65311, -0.26582, 1.82369], [-4.10221, 0.15378, 3.03519], [-5.16591, 0.22018, 4.58969], [-2.75581, 0.51438, 3.09989], [-1.96651, 1.11318, 4.70269], [-1.95771, 0.44738, 1.96399], [-0.67341, 0.73708, 1.88949], [-2.52541, 0.04668, 0.73119], [-1.68291, 0.04138, -0.27371], [-3.86491, -0.31572, 0.67499], [-4.53631, -0.89472, -0.98491], [4.35889, -0.75522, -5.98561], [3.20699, -0.44982, -4.76181], [3.56369, -0.58692, -3.41621], [5.13469, -1.10202, -2.98781], [2.62749, -0.29392, -2.43251], [2.96359, -0.43952, -0.75751], [1.33099, 0.15658, -2.73241], [0.52739, 0.46838, -1.73301], [0.97629, 0.23518, -4.08981], [-0.60661, 0.71608, -4.51071], [1.90699, -0.05522, -5.09121], [1.46039, 0.08738, -6.73661], [-0.78381, 5.26798, 0.45149], [-0.30381, 3.68008, 0.80769], [-0.56421, 2.77058, -0.09691], [-1.25491, 3.31158, -1.16011], [-1.78861, 2.61528, -2.24281], [-2.44201, 3.32978, -3.22341], [-2.58931, 4.71548, -3.13581], [-2.10801, 5.41548, -2.04911], [-1.44871, 4.70208, -1.05861], [0.20139, 3.44938, 1.72959], [-1.70341, 1.54128, -2.28021], [-2.86011, 2.81358, -4.07141], [-3.10791, 5.25038, -3.91501], [-2.24281, 6.48058, -1.95091], [-0.49481, -3.40442, -0.76181], [0.28619, -3.54862, 0.45369], [0.47549, -4.91092, 0.93059], [0.72439, -4.92662, 2.42969], [1.82959, -3.93242, 2.74299], [1.43679, -2.62162, 2.25789], [1.88659, -1.46142, 3.00319], [0.75569, -2.48322, 1.11429], [0.56109, -1.31352, 0.63179], [-1.51121, -3.76092, -0.58591], [-0.05491, -4.00932, -1.55481], [-0.53301, -2.36502, -1.08831], [1.32329, -5.36292, 0.40269], [-0.42141, -5.48542, 0.68839], [1.01429, -5.92692, 2.74049], [-0.18121, -4.64622, 2.96699], [2.76609, -4.24282, 2.26739], [2.00219, -3.86682, 3.81789], [1.83519, -1.68502, 4.06879], [1.24079, -0.60672, 2.79829], [2.91659, -1.20222, 2.74469], [3.29859, 3.12108, 2.30809], [2.45269, 2.17338, 1.53189], [1.68809, 1.49178, 0.94359], [2.50409, 3.63268, 3.04289], [4.12989, 2.53508, 2.91359], [3.78609, 3.89318, 1.54569]], "atomic_forces_ev_per_a": [[-2.4303, -0.7579, 1.0116], [0.0681, 0.0127, -0.0592], [-0.1362, -0.0354, 0.0901], [-0.0831, -0.0289, 0.0020], [0.1183, 0.0220, -0.1121], [0.2855, 0.0969, 0.1304], [0.1268, -0.0386, -0.1463], [-1.5589, -0.3776, -0.2185], [0.7701, 0.3312, -0.0794], [-1.3138, 0.0595, 1.9532], [1.1104, 0.2791, -1.0320], [0.1919, -0.0300, -0.3002], [0.0752, 0.0420, -0.0319], [-0.0062, -0.0369, -0.0179], [-0.1612, 0.0601, 0.2204], [-0.2067, 0.0546, -0.0803], [0.0616, -0.0262, 0.1231], [-0.4314, 0.1614, -0.1897], [0.8429, -0.2833, -0.1399], [1.3045, -0.5255, -1.6969], [-0.3314, 0.1493, -1.1076], [0.0983, 0.0785, 0.4655], [-0.1512, -0.0910, -0.1160], [0.1440, -0.0301, 0.1487], [-0.0373, 0.0023, 0.0231], [-0.1265, -0.3175, -0.2841], [0.0448, 0.0355, -0.0417], [0.4894, -0.7315, 0.4603], [-0.5283, 0.6838, -0.6032], [-0.0065, 0.0463, 0.1486], [0.0515, -0.0145, 0.1485], [0.0094, 0.1512, 0.1140], [-0.0062, 0.0187, 0.0360], [0.2171, -0.4005, 0.2632], [0.0660, -0.0025, 0.1342], [-0.0675, 0.0468, -0.0664], [-0.0642, -0.1070, -0.1145], [-0.0543, 0.0318, -0.1055], [-0.0546, 0.1206, -0.0828], [-0.1347, 0.1245, -0.3167], [0.0653, 0.5482, 0.0938], [0.1149, -0.3320, 0.3299], [0.1334, 0.0791, -0.1795], [-0.0972, -0.5153, 0.0268], [-0.2527, 0.2607, -0.3271], [0.0945, 0.5092, 0.0198], [0.1166, -0.6472, 0.2355], [0.0268, 0.2819, -0.0878], [-0.0109, 0.0768, -0.0063], [0.0565, -0.0054, -0.0042], [-0.0286, -0.2133, 0.0831], [-0.1212, 0.0144, -0.0214], [0.0682, 0.0941, -0.0463], [-0.0007, -0.0480, 0.0305], [-0.0497, -0.0124, 0.0325], [0.0096, 0.0424, 0.0676], [-0.0203, 0.0696, -0.1106], [-0.0126, 0.0097, -0.0902], [0.0948, -0.1353, 0.1398], [-0.0027, -0.0041, 0.0520], [0.3707, 0.4328, 0.3127], [-1.0979, -0.9849, -0.8377], [2.3038, 1.6642, 1.6546], [-0.2894, 0.1909, 0.2164], [0.2846, -0.3806, 0.2232], [0.0586, 0.2304, -0.3375]], "lumo_ev": -4.006, "homo_ev": -10.7, "de_lowest_ev": 0.696, "multiplicity": 1, "gap_ha": 0.24740, "total_charge": 1}


[4]
{"formula": "C26H20Br2CoNO3PS3", "method": "wB97M-V/def2-TZVPD", "species": ["Co", "S", "C", "N", "C", "C", "C", "C", "C", "C", "S", "H", "H", "H", "H", "O", "S", "O", "O", "C", "C", "C", "C", "C", "C", "P", "C", "C", "C", "C", "C", "C", "C", "C", "C", "C", "C", "C", "H", "H", "H", "H", "H", "H", "H", "H", "H", "H", "H", "H", "H", "H", "Br", "C", "Br", "H", "H"], "xyz": [[0.11130, 0.73530, 0.08260], [2.68860, 0.06160, -0.72200], [2.24160, 1.53230, -1.41630], [0.95200, 1.83190, -1.43960], [0.71760, 3.07290, -1.94000], [-0.53090, 3.68760, -2.07750], [-0.58220, 4.95540, -2.60780], [0.58320, 5.62280, -2.99890], [1.82650, 5.03370, -2.86890], [1.89240, 3.75230, -2.34870], [3.29280, 2.75020, -2.08180], [-1.42000, 3.17110, -1.74600], [-1.53460, 5.44900, -2.72190], [0.50890, 6.61580, -3.41090], [2.72480, 5.55230, -3.15840], [0.21020, 2.54620, 1.13600], [-1.10880, 2.29320, 1.78580], [-2.03790, 3.36740, 1.72320], [-1.59280, 1.00750, 1.19140], [-0.65100, 1.88670, 3.45730], [-1.02860, 2.67140, 4.52700], [-0.51390, 2.38630, 5.78270], [0.38660, 1.34250, 5.94000], [0.73660, 0.54200, 4.86650], [0.20550, 0.80540, 3.60240], [0.60680, -0.28270, 2.19830], [-0.30010, -1.81590, 2.56990], [-0.99810, -2.00970, 3.75970], [-1.61060, -3.22670, 4.00190], [-1.54750, -4.24850, 3.06780], [-0.88320, -4.04700, 1.86870], [-0.27580, -2.83190, 1.61480], [2.37480, -0.64860, 2.43660], [3.19440, 0.35370, 2.95970], [4.56030, 0.16710, 3.02190], [5.12370, -1.00550, 2.54030], [4.31630, -1.98870, 1.98940], [2.94560, -1.81360, 1.92460], [-1.70830, 3.49270, 4.36050], [-0.80140, 2.98700, 6.63040], [0.82400, 1.15200, 6.90670], [1.43020, -0.27580, 4.99870], [-1.07080, -1.22620, 4.49910], [-2.14360, -3.37500, 4.92840], [-2.02810, -5.19290, 3.26940], [-0.84290, -4.83170, 1.12890], [0.21400, -2.66890, 0.66570], [2.75540, 1.27670, 3.31260], [5.18360, 0.94620, 3.43240], [6.19240, -1.14730, 2.57830], [4.75900, -2.88550, 1.58590], [2.32400, -2.57840, 1.48200], [1.08950, -3.08920, -2.05710], [0.05610, -1.64160, -2.75330], [-1.19680, -0.91620, -1.37960], [-0.54640, -2.00290, -3.58550], [0.73460, -0.84040, -3.04300]], "atomic_forces_ev_per_a": [[0.0178, -0.8073, 0.0344], [0.1346, 0.2955, -0.2028], [0.6217, -0.5845, -0.0350], [-0.3535, 0.9155, -0.0499], [0.3314, -0.2187, -0.1498], [-0.2721, 0.2829, 0.0171], [-0.3150, -0.4824, 0.2164], [0.4735, -0.0716, -0.0288], [-0.0118, 0.2069, -0.0952], [0.3368, -0.3531, 0.0537], [-0.5628, 0.1466, 0.0710], [-0.0848, -0.0054, -0.0044], [-0.0837, 0.0219, 0.0187], [0.0119, 0.1338, -0.0349], [0.0912, 0.1150, -0.0883], [-0.3105, 0.2056, 0.1293], [0.1649, 0.3971, 0.2752], [-0.1005, 0.1426, 0.3127], [-0.4179, 0.2361, -0.2680], [-0.1444, 0.0545, -0.4770], [-0.1171, 0.0856, -0.0353], [0.0568, -0.0466, -0.1152], [-0.0475, 0.0552, 0.0949], [-0.1953, 0.1429, -0.2734], [0.2798, -0.2735, 0.1808], [0.5095, -0.5059, 0.3026], [0.0543, 0.1453, -0.0647], [0.1081, -0.0366, -0.1032], [-0.0951, -0.0678, 0.0251], [0.0041, 0.0525, 0.0190], [-0.0410, -0.0550, -0.0088], [0.0331, 0.1408, 0.0952], [-0.0944, 0.1204, 0.0146], [-0.2108, -0.1327, -0.1426], [0.1931, -0.0313, -0.0785], [-0.0029, 0.0289, -0.0046], [0.1008, 0.0206, -0.0849], [-0.1209, 0.1731, 0.2295], [-0.0530, 0.1057, 0.0289], [-0.0122, 0.0832, 0.0886], [-0.0007, -0.0592, 0.1514], [0.0114, -0.0677, 0.0436], [0.0260, 0.0232, 0.0075], [-0.0638, -0.0247, 0.0822], [-0.0396, -0.1033, 0.0188], [-0.0162, -0.0795, -0.0801], [0.0682, -0.0141, -0.0674], [0.0567, 0.0435, 0.0295], [0.1055, 0.0485, 0.0550], [0.1084, -0.0188, 0.0274], [0.0584, -0.1367, 0.0029], [-0.0236, -0.0926, 0.0211], [0.0316, -0.0190, -0.0353], [-0.2036, 0.2125, 0.3033], [0.2571, -0.4419, -0.8044], [0.0049, 0.1532, 0.2666], [-0.2567, -0.0593, 0.1154]], "lumo_ev": [-2.832, -6.318], "homo_ev": [-11.2, -11.6], "de_lowest_ev": 0.490, "multiplicity": 5, "gap_ha": [0.30661, 0.19480], "total_charge": 1, "s_squared": 6.05}


> Look up the multiplicity of the first one.

1